1.
{"formula": "C6H8O2", "method": "ωB97M-V with the def2-TZVPD basis set", "elements": ["C", "C", "C", "C", "C", "C", "H", "H", "H", "H", "H", "H", "H", "H", "O", "O"], "xyz": [[2.395, -0.024, 0.092], [0.978, -0.747, 0.262], [-1.035, -0.741, 0.209], [-2.324, 0.062, 0.132], [-1.044, 0.726, -0.231], [1.098, 0.716, -0.228], [2.814, 0.172, 1.076], [3.113, -0.189, -0.682], [0.833, -0.856, 1.379], [-0.938, -0.840, 1.324], [-3.062, 0.275, 0.987], [-2.947, -0.245, -0.774], [-1.014, 0.678, -1.337], [1.017, 0.662, -1.292], [-0.054, -1.533, -0.428], [0.026, 1.582, 0.165]], "fmax_ha_per_bohr": 0.080, "total_energy_ev": -10438.961, "homo_energy_ev": -9.189, "gap_ha": 0.3750}

2.
{"formula": "C23H33Br36N3O7", "method": "ωB97M-V with the def2-TZVPD basis set", "elements": ["C", "C", "O", "C", "O", "O", "C", "O", "O", "C", "C", "C", "O", "C", "C", "O", "C", "C", "N", "N", "N", "H", "H", "H", "H", "H", "H", "H", "H", "H", "H", "H", "H", "H", "H", "H", "H", "H", "H", "H", "H", "H", "C", "Br", "Br", "Br", "H", "C", "Br", "Br", "Br", "H", "C", "Br", "Br", "Br", "H", "C", "Br", "Br", "Br", "H", "C", "Br", "Br", "Br", "H", "C", "Br", "Br", "Br", "H", "C", "Br", "Br", "Br", "H", "C", "Br", "Br", "Br", "H", "C", "Br", "Br", "Br", "H", "C", "Br", "Br", "Br", "H", "C", "Br", "Br", "Br", "H", "C", "Br", "Br", "Br", "H"], "xyz": [[2.473, 3.287, -4.553], [1.912, 1.950, -5.048], [0.848, 1.440, -4.263], [1.218, 1.034, -2.961], [2.482, 0.635, -2.852], [0.814, 2.140, -2.140], [-0.492, 2.288, -2.474], [-1.060, 3.282, -2.488], [-0.999, 1.031, -2.746], [0.114, 0.065, -2.514], [-0.247, -1.033, -3.505], [0.622, -2.270, -3.488], [1.910, -1.948, -4.024], [2.411, -2.884, -4.865], [3.612, -3.646, -4.410], [1.941, -3.066, -5.938], [-0.038, -0.230, -1.011], [1.240, -0.535, -0.186], [2.048, -1.633, -0.651], [0.776, -0.945, 1.181], [2.076, 0.606, -0.019], [3.460, 3.189, -4.123], [2.553, 3.954, -5.398], [1.789, 3.763, -3.872], [1.473, 2.153, -6.011], [2.693, 1.226, -5.231], [3.000, 1.413, -2.615], [-0.315, -0.633, -4.501], [-1.243, -1.354, -3.219], [0.154, -2.975, -4.170], [0.687, -2.789, -2.540], [3.909, -4.293, -5.215], [4.429, -2.968, -4.198], [3.412, -4.186, -3.497], [-0.566, 0.568, -0.510], [-0.658, -1.108, -0.939], [1.518, -2.484, -0.559], [2.382, -1.494, -1.594], [-0.072, -1.497, 1.107], [0.499, -0.088, 1.640], [1.569, 1.403, 0.328], [2.877, 0.381, 0.547], [6.045, -1.506, -0.829], [5.010, -0.601, -2.182], [5.307, -1.279, 0.931], [6.297, -3.364, -1.262], [7.023, -1.049, -0.817], [-5.320, 1.730, -2.942], [-5.750, 0.402, -1.620], [-6.106, 3.441, -2.501], [-3.415, 1.872, -3.218], [-5.770, 1.415, -3.872], [10.161, -0.603, -2.111], [9.088, 0.297, -3.430], [9.446, -0.356, -0.340], [10.388, -2.466, -2.527], [11.139, -0.148, -2.126], [-9.826, 2.747, -3.310], [-10.667, 3.488, -4.874], [-10.816, 3.144, -1.709], [-9.512, 0.858, -3.499], [-8.860, 3.218, -3.213], [1.691, 6.161, -0.027], [2.732, 5.039, -1.194], [0.339, 5.171, 0.928], [2.816, 7.155, 1.177], [1.179, 6.879, -0.649], [-1.401, -5.164, -2.031], [-1.801, -6.905, -1.326], [-2.916, -4.373, -2.908], [-0.704, -3.994, -0.665], [-0.624, -5.285, -2.771], [-3.300, 4.310, 3.065], [-2.340, 3.127, 1.882], [-4.628, 3.371, 4.087], [-2.083, 5.287, 4.181], [-3.818, 5.027, 2.446], [0.815, 2.834, 6.615], [-1.002, 3.227, 7.114], [1.438, 1.217, 7.447], [1.026, 2.780, 4.701], [1.427, 3.642, 6.981], [-4.359, -1.668, 1.729], [-4.096, -2.747, 3.293], [-6.177, -1.622, 1.130], [-3.682, 0.123, 1.951], [-3.791, -2.122, 0.940], [-1.418, -1.874, 6.437], [-2.331, -0.667, 7.623], [-1.062, -1.065, 4.732], [0.184, -2.592, 7.227], [-2.080, -2.709, 6.259], [-5.341, 1.443, 9.921], [-4.871, -0.129, 10.925], [-3.854, 2.082, 8.878], [-6.898, 1.152, 8.829], [-5.589, 2.215, 10.632], [1.128, -6.582, 5.863], [0.054, -6.617, 7.459], [0.101, -6.039, 4.327], [2.696, -5.490, 6.083], [1.464, -7.591, 5.683]], "fmax_ha_per_bohr": 0.089, "total_energy_ev": -2564714.299, "homo_energy_ev": -9.268, "gap_ha": 0.3245}

3.
{"formula": "C2H12ClMgO4", "method": "ωB97M-V with the def2-TZVPD basis set", "elements": ["Mg", "Cl", "O", "H", "H", "O", "H", "H", "O", "H", "H", "C", "C", "O", "H", "H", "H", "H", "H", "H"], "xyz": [[4.132, 7.318, -10.812], [2.642, 7.983, -11.545], [2.410, 6.407, -13.661], [3.303, 6.063, -13.673], [2.330, 6.835, -12.808], [1.242, 8.015, -9.341], [1.749, 7.383, -8.831], [1.697, 8.067, -10.181], [2.515, 10.732, -11.691], [1.582, 10.843, -11.872], [2.674, 9.796, -11.810], [0.161, 9.026, -12.432], [-0.255, 10.356, -11.823], [0.519, 11.407, -12.452], [-0.543, 8.258, -12.113], [1.148, 8.698, -12.105], [0.150, 9.093, -13.520], [-0.224, 10.393, -10.734], [-1.335, 10.391, -11.969], [0.556, 12.160, -11.856]], "fmax_ha_per_bohr": 0.225, "total_energy_ev": -28412.412, "homo_energy_ev": -13.101, "gap_ha": 0.1866, "total_charge": 1}

4.
{"formula": "C10H15N2O", "method": "ωB97M-V with the def2-TZVPD basis set", "elements": ["C", "C", "C", "C", "O", "C", "N", "C", "C", "C", "C", "N", "C", "H", "H", "H", "H", "H", "H", "H", "H", "H", "H", "H", "H", "H", "H", "H"], "xyz": [[-3.115, 0.232, 0.534], [-1.996, -0.414, -0.194], [-1.604, -1.927, 0.169], [-0.136, -2.087, -0.073], [0.566, -3.018, 0.055], [0.376, -0.510, -0.629], [1.662, -0.094, -0.192], [2.584, 0.612, -0.958], [3.679, 0.843, -0.184], [3.443, 0.329, 1.094], [2.270, -0.327, 1.078], [-0.732, 0.364, -0.011], [-0.781, 1.722, -0.607], [-3.473, 0.932, -0.126], [-2.757, 0.949, 1.375], [-3.871, -0.473, 0.781], [-2.177, -0.287, -1.279], [-2.231, -2.629, -0.375], [-1.801, -2.048, 1.237], [0.180, -0.289, -1.699], [2.355, 0.735, -2.073], [4.601, 1.403, -0.410], [4.177, 0.427, 1.824], [1.779, -0.904, 1.809], [-0.507, 0.499, 0.937], [-1.585, 1.818, -1.374], [-1.176, 2.316, 0.221], [0.269, 1.828, -0.931]], "fmax_ha_per_bohr": 0.056, "total_energy_ev": -15632.481, "homo_energy_ev": -12.082, "gap_ha": 0.3278, "total_charge": 1}